Entry 1:
{"formula": "C13H10F5NOTi", "method": "ωB97M-V/def2-TZVPD", "gap_ev": [5.47, 5.64], "multiplicity": 2, "s_squared": 0.770, "charge": -1, "elements": ["C", "C", "C", "C", "C", "Ti", "N", "C", "C", "H", "H", "H", "H", "H", "H", "H", "H", "H", "H", "F", "C", "C", "F", "C", "F", "C", "O", "C", "F", "C", "F"], "coordinates": [[-0.958, 0.793, -3.484], [0.283, 0.343, -2.936], [0.611, 1.181, -1.806], [-0.433, 2.149, -1.669], [-1.383, 1.923, -2.719], [-1.195, 0.029, -1.229], [-2.925, 0.795, -0.947], [1.220, -1.977, -1.340], [2.405, -1.352, -1.347], [1.532, 1.132, -1.232], [0.910, -0.450, -3.323], [-0.436, 2.960, -0.947], [-2.258, 2.529, -2.929], [-1.453, 0.365, -4.355], [2.742, -0.696, -2.154], [0.945, -2.569, -0.462], [-3.836, 0.829, -0.495], [3.118, -1.522, -0.534], [0.571, -2.124, -2.216], [0.701, -0.092, 5.652], [0.381, -0.226, 4.352], [0.120, 0.912, 3.583], [0.183, 2.137, 4.148], [-0.205, 0.771, 2.250], [-0.437, 1.869, 1.483], [-0.300, -0.500, 1.650], [-0.613, -0.633, 0.372], [-0.037, -1.630, 2.446], [-0.120, -2.857, 1.878], [0.305, -1.497, 3.779], [0.560, -2.589, 4.529]], "lowdin_spin": [0.03, 0.02, 0.01, 0.01, 0.01, 0.96, -0.11, 0.01, 0.00, 0.00, 0.00, 0.00, 0.00, 0.01, 0.00, 0.00, 0.00, 0.00, 0.01, 0.00, 0.00, 0.00, 0.00, 0.00, 0.00, 0.00, 0.02, 0.00, 0.00, 0.00, 0.00]}



Entry 2:
{"formula": "C12H27ClILuN2OP2", "method": "ωB97M-V/def2-TZVPD", "gap_ev": [6.74, 4.74], "charge": 2, "elements": ["C", "C", "H", "H", "H", "O", "I", "Lu", "P", "C", "C", "H", "H", "H", "H", "H", "H", "C", "H", "H", "H", "P", "C", "C", "H", "H", "H", "C", "H", "H", "H", "H", "H", "H", "Cl", "C", "C", "N", "C", "C", "N", "H", "H", "H", "H", "H", "H"], "coordinates": [[-1.027, -0.113, -2.616], [-1.180, -0.898, -1.322], [-1.376, -0.734, -3.460], [0.036, 0.140, -2.886], [-1.611, 0.834, -2.638], [-1.515, -2.026, -1.105], [1.619, 3.090, -2.620], [0.274, 1.155, -0.900], [-2.429, 1.286, -0.019], [-3.089, 0.009, 1.108], [-2.775, 2.760, 1.025], [-3.865, 2.882, 1.150], [-4.659, 1.950, -0.758], [-2.341, 3.655, 0.565], [-3.461, 2.047, -2.082], [-2.541, 0.059, 2.060], [-2.301, 2.601, 2.001], [-3.804, 1.443, -1.231], [-4.157, 0.193, 1.293], [-4.114, 0.452, -1.589], [-2.950, -0.983, 0.664], [2.186, -0.739, -1.387], [2.322, -2.316, -0.504], [2.778, -1.213, -3.043], [3.532, 1.257, -1.068], [4.546, -0.228, -1.165], [3.634, 0.159, 0.345], [3.623, 0.205, -0.752], [2.617, -0.378, -3.736], [3.849, -1.459, -2.998], [3.089, -2.947, -0.971], [1.352, -2.829, -0.551], [2.205, -2.083, -3.391], [2.570, -2.162, 0.553], [0.409, 3.211, 0.546], [-0.339, -2.173, 2.113], [0.423, -0.921, 2.285], [0.770, 0.055, 1.422], [1.634, 0.893, 2.137], [1.684, 0.508, 3.444], [0.927, -0.654, 3.508], [0.268, -3.027, 2.460], [-1.231, -2.137, 2.760], [-0.631, -2.302, 1.068], [2.106, 1.738, 1.667], [2.168, 0.971, 4.288], [0.775, -1.229, 4.329]], "mulliken_charge": [-1.17, 0.50, 0.47, 0.30, 0.33, -0.33, 0.21, 0.71, 0.84, -1.27, -1.29, 0.46, 0.43, 0.42, 0.41, 0.28, 0.37, -1.38, 0.50, 0.38, 0.35, 1.14, -1.34, -1.41, 0.34, 0.43, 0.36, -1.23, 0.37, 0.48, 0.47, 0.34, 0.40, 0.34, -0.37, -1.12, 0.05, 0.59, -0.50, -0.94, 0.01, 0.45, 0.44, -0.01, 0.55, 0.42, 0.23]}



Entry 3:
{"formula": "C11H13ClDy", "method": "ωB97M-V/def2-TZVPD", "gap_ev": [3.52, 6.38], "multiplicity": 6, "s_squared": 9.805, "charge": -1, "elements": ["C", "C", "C", "H", "C", "C", "H", "H", "H", "H", "Dy", "Cl", "C", "C", "C", "H", "C", "C", "H", "H", "H", "H", "C", "H", "H", "H"], "coordinates": [[-2.915, -1.123, 0.007], [-2.040, -1.347, -1.090], [-1.522, -0.082, -1.466], [-1.832, -2.279, -1.580], [-2.021, 0.905, -0.589], [-2.891, 0.277, 0.357], [-3.489, 0.759, 1.118], [-3.443, -1.906, 0.601], [-0.906, 0.124, -2.327], [-1.831, 1.976, -0.672], [-1.158, -1.019, 1.626], [-0.177, -3.225, 1.985], [3.148, 0.094, 0.123], [2.647, 1.320, -0.426], [2.012, 1.002, -1.671], [2.703, 2.305, 0.059], [2.163, -0.385, -1.926], [2.849, -0.963, -0.805], [3.058, -2.026, -0.640], [3.627, -0.028, 1.107], [1.404, 1.688, -2.243], [1.709, -0.944, -2.717], [-0.335, 0.972, 2.495], [0.573, 0.832, 3.083], [-1.096, 1.031, 3.272], [-0.235, 2.040, 2.319]], "lowdin_spin": [0.03, 0.01, 0.00, 0.00, 0.00, 0.01, 0.00, 0.01, 0.00, 0.00, 5.85, 0.03, -0.04, -0.25, -0.25, -0.01, -0.04, -0.36, -0.02, 0.00, -0.01, 0.00, 0.02, 0.00, 0.01, 0.00]}



Entry 4:
{"formula": "C6H9N3O2", "method": "ωB97M-V/def2-TZVPD", "gap_ev": 8.74, "smiles": "N[C@@H](Cc1c[nH]cn1)C(=O)O", "elements": ["N", "C", "C", "C", "C", "N", "C", "N", "C", "O", "O", "H", "H", "H", "H", "H", "H", "H", "H", "H"], "coordinates": [[-2.901, -0.601, -0.315], [-1.418, -0.270, -0.408], [-0.754, -0.530, 0.962], [0.493, 0.266, 1.090], [1.740, -0.259, 1.280], [2.568, 0.741, 1.504], [1.807, 1.920, 1.395], [0.610, 1.621, 1.042], [-0.623, -0.751, -1.562], [0.557, -0.911, -1.541], [-1.389, -0.831, -2.658], [-2.933, -1.394, -0.956], [-3.333, 0.191, -0.795], [-1.403, 0.885, -0.481], [-0.644, -1.579, 1.005], [-1.516, -0.185, 1.705], [2.045, -1.359, 1.347], [3.567, 0.702, 1.469], [2.204, 2.916, 1.656], [-0.748, -0.822, -3.515]], "mulliken_charge": [-0.67, 0.03, -0.71, 0.53, -0.34, -0.08, -0.32, -0.57, 0.42, -0.53, -0.50, 0.33, 0.31, 0.31, 0.29, 0.23, 0.30, 0.22, 0.38, 0.38]}



Entry 5:
{"formula": "CHF3", "method": "ωB97M-V/def2-TZVPD", "gap_ev": 15.22, "smiles": "FC(F)F", "elements": ["F", "C", "F", "F", "H"], "coordinates": [[1.052, -0.593, -0.487], [-0.064, -0.288, 0.211], [0.027, 0.908, 0.953], [-1.020, 0.000, -0.701], [-0.152, -1.104, 0.847]], "mulliken_charge": [-0.20, 0.49, -0.21, -0.18, 0.11]}



Entry 6:
{"formula": "C7H7N", "method": "ωB97M-V/def2-TZVPD", "gap_ev": 10.21, "elements": ["C", "C", "C", "C", "C", "C", "C", "H", "H", "H", "H", "H", "H", "H", "N"], "coordinates": [[-3.600, -0.381, 0.086], [-2.579, 0.256, -0.025], [-0.269, -0.335, -0.198], [0.251, 0.964, -0.157], [1.594, 1.095, 0.004], [2.400, -0.042, 0.054], [1.737, -1.310, -0.017], [-4.192, -1.290, 0.095], [-1.925, 1.194, 0.209], [-1.358, -0.414, -0.195], [-0.382, 1.863, -0.217], [2.038, 2.081, 0.072], [3.502, -0.015, 0.358], [2.347, -2.192, 0.024], [0.437, -1.474, -0.092]], "mulliken_charge": [-0.29, -0.62, 0.54, -0.50, -0.41, -0.39, -0.11, 0.32, 0.15, 0.53, 0.27, 0.36, 0.28, 0.41, -0.55]}



Ordered F_max results: 0.12603, 0.06405, 0.06569, 0.07893, 0.07183, 0.10217; unit Eh/bohr.
Ordered energy above the lowest of the compared OMol25 structures with the same formula, charge and spin results: 0.201, 0.760, 1.716, 1.438, 0.348, 3.698; unit eV.